271
Properties=species:S:1:pos:R:3 method="wB97M-V/def2-TZVPD" total_charge=0 homo_energy_ha=-0.3061 e_above_lowest_kcal_mol=154.5 energy_ha=-5577.692430
C -2.42415 -5.29970 -5.67030
C -3.45573 -4.40645 -5.14844
C -4.25506 -4.86021 -3.99158
O -4.19470 -3.69636 -3.16662
C -3.35420 -2.78303 -3.55164
O -3.09561 -1.78133 -2.93869
O -2.86078 -3.18509 -4.72108
H -2.03020 -4.84163 -6.57753
H -2.96272 -6.23060 -5.84762
H -1.67475 -5.44762 -4.89273
H -4.20811 -4.17473 -5.90231
H -3.76390 -5.72775 -3.55086
H -5.24529 -5.04580 -4.40762
C -2.50390 -6.02914 -0.87315
C -1.28767 -6.12860 0.15601
C 0.00522 -6.93547 -0.18447
O 1.09602 -6.07314 -0.21092
C 0.60862 -4.79054 -0.07921
O 1.21532 -3.75765 -0.25348
O -0.71643 -4.81675 0.27217
H -2.15961 -5.95501 -1.90468
H -3.09535 -5.12780 -0.71223
H -3.08284 -6.93597 -0.69829
H -1.71278 -6.48425 1.09457
H -0.17647 -7.29466 -1.19742
H 0.15216 -7.74495 0.53054
C -2.50385 3.03591 -2.14985
C -3.10572 4.34145 -1.64576
C -3.88735 5.29349 -2.63041
O -5.19160 5.41898 -2.04222
C -5.23980 4.62163 -0.92814
O -6.28791 4.47067 -0.28423
O -4.13239 3.83377 -0.85797
H -1.51824 3.37834 -2.46514
H -3.01717 2.60346 -3.00868
H -2.48141 2.20636 -1.44313
H -2.42481 4.83525 -0.95249
H -3.85447 4.96212 -3.66830
H -3.57900 6.33179 -2.75262
C 1.52807 -3.33838 -3.93833
C 1.02554 -4.62043 -4.66164
C 2.15621 -5.30394 -5.28809
O 2.16417 -6.64476 -4.78320
C 1.09592 -6.68758 -3.82429
O 0.60045 -7.74872 -3.34292
O 0.56666 -5.48048 -3.70616
H 2.57035 -3.43442 -3.63416
H 0.83679 -3.01530 -3.15998
H 1.53569 -2.41492 -4.51735
H 0.24036 -4.37625 -5.37715
H 3.12294 -4.85677 -5.05662
H 2.03469 -5.33974 -6.37071
C -2.07021 -0.86780 0.34597
C -0.62135 -0.49975 0.14878
C 0.08636 -0.78897 -1.15357
O 0.70584 0.45614 -1.49590
C 0.19678 1.44394 -0.75625
O 0.46223 2.66391 -0.77035
O -0.64737 0.89952 0.16625
H -2.47598 -0.27817 1.16803
H -1.98976 -1.90752 0.66313
H -2.63819 -0.81231 -0.58271
H -0.14999 -0.84823 1.06774
H -0.53530 -1.15283 -1.97165
H 0.90742 -1.49476 -1.02777
C -3.04850 2.51616 2.64307
C -2.38911 3.92613 2.56973
C -3.41058 5.00099 2.27157
O -3.20363 6.01050 3.21321
C -2.41905 5.48399 4.22936
O -2.13758 6.09465 5.25989
O -1.98854 4.29492 3.89598
H -2.36031 1.72682 2.94546
H -3.38478 2.25331 1.64011
H -3.94960 2.57664 3.25336
H -1.67462 4.08802 1.76264
H -4.44603 4.66190 2.30250
H -3.23045 5.35812 1.25761
C -5.73042 0.45886 -2.05886
C -6.39520 -0.61289 -2.98866
C -6.95835 -1.91168 -2.36183
O -8.22756 -1.98755 -2.98997
C -8.54298 -0.85115 -3.70203
O -9.59633 -0.70013 -4.33201
O -7.50927 0.00457 -3.58767
H -5.54236 1.34122 -2.67054
H -4.86718 -0.03745 -1.61545
H -6.27619 0.76556 -1.16659
H -5.76487 -0.84063 -3.84826
H -7.17100 -1.76603 -1.30274
H -6.34904 -2.81456 -2.40240
C -6.38554 -4.01588 6.82534
C -6.56788 -2.68482 6.02195
C -6.59120 -1.42869 6.96014
C -5.13003 -1.08767 7.46356
C -4.17459 -0.78956 6.28282
C -4.07349 -2.03741 5.32217
N -5.48668 -2.44308 4.97826
O -5.52675 -3.44760 4.10270
C -3.36102 -1.44000 4.13128
C -3.24747 -3.16134 6.02471
C -7.91829 -2.76303 5.25767
H -5.57380 -3.91136 7.54524
H -6.13130 -4.90650 6.25066
H -7.21611 -4.24363 7.49345
H -7.08883 -0.54690 6.55651
H -7.24809 -1.75548 7.76625
H -4.72209 -1.85465 8.12192
H -5.20555 -0.27922 8.19075
H -3.27255 -0.47367 6.80690
H -4.63192 0.09557 5.84067
H -3.13235 -2.20592 3.39021
H -3.76286 -0.54110 3.66373
H -2.38801 -1.11344 4.49829
H -2.90787 -3.94525 5.34775
H -2.37244 -2.91966 6.62805
H -3.74895 -3.76325 6.78254
H -8.81864 -3.01152 5.81955
H -7.91396 -3.48479 4.44088
H -8.09303 -1.81164 4.75524
H -5.80537 -2.95755 3.32563
C 3.11221 -5.67453 2.37652
C 3.99691 -4.51674 2.87303
C 3.46925 -3.19473 2.20883
C 2.06152 -2.82922 2.86445
C 2.27279 -2.61245 4.37909
C 2.93134 -3.80185 5.12534
N 3.99828 -4.38344 4.36222
O 4.43955 -5.55714 4.96148
C 3.50491 -3.23747 6.39394
C 1.76245 -4.77295 5.51252
C 5.44608 -4.64481 2.34416
H 2.05124 -5.50511 2.56021
H 3.35324 -6.61934 2.86370
H 3.31224 -5.86610 1.32229
H 4.02714 -2.29183 2.45704
H 3.30175 -3.29406 1.13637
H 1.23543 -3.50396 2.63994
H 1.94227 -1.87565 2.35007
H 1.25982 -2.52331 4.77156
H 2.69085 -1.64659 4.66272
H 2.73506 -2.64305 6.88596
H 3.76558 -3.96342 7.16411
H 4.44959 -2.71162 6.25550
H 1.12052 -4.96967 4.65384
H 2.13678 -5.72587 5.88660
H 1.10387 -4.33702 6.26374
H 5.45409 -4.80642 1.26624
H 5.92707 -5.44737 2.90332
H 6.08717 -3.76734 2.42867
H 5.31123 -5.28798 5.26032
C 0.76587 2.70657 2.99722
C 1.69350 1.62375 3.48057
C 2.79159 2.20377 4.43764
C 2.24888 2.53644 5.83040
C 1.54338 1.29789 6.52285
C 0.36512 0.70339 5.60544
N 0.93209 0.54683 4.18637
O 0.03517 -0.03980 3.33906
C -0.02767 -0.65041 6.26245
C -0.84050 1.60801 5.65715
C 2.47126 0.95651 2.32858
H 1.17880 3.50942 2.38647
H 0.38356 3.24817 3.86245
H -0.12028 2.29960 2.51017
H 3.52625 1.40055 4.49428
H 3.24452 3.11569 4.04857
H 1.53648 3.36097 5.80378
H 3.02530 2.86564 6.52098
H 1.22652 1.45294 7.55419
H 2.23508 0.47121 6.68480
H 0.80874 -1.19639 6.69883
H -0.72071 -0.53226 7.09541
H -0.49593 -1.40145 5.62623
H -1.57464 1.25496 4.93293
H -1.22361 1.68812 6.67447
H -0.72582 2.66260 5.40655
H 3.17579 0.23092 2.73512
H 3.13919 1.71525 1.92080
H 1.92024 0.32060 1.63569
H 0.36898 -0.93989 3.33752
C -0.70179 -1.42569 -6.60084
C -0.21119 0.03612 -6.27841
C -0.56937 0.41353 -4.77321
C 0.10637 1.75596 -4.39620
C 1.63431 1.49994 -4.43183
C 2.18979 1.02119 -5.83118
N 1.28507 -0.00215 -6.39263
O 1.73836 -0.48729 -7.65056
C 2.48619 2.28757 -6.68714
C 3.60537 0.30107 -5.64213
C -0.81425 0.90829 -7.35340
H -0.00681 -2.04850 -6.03761
H -0.74514 -1.66090 -7.66427
H -1.69646 -1.56227 -6.17649
H -1.64343 0.45868 -4.59307
H -0.16827 -0.33914 -4.09447
H -0.09873 2.06562 -3.37143
H -0.23442 2.64525 -4.92642
H 1.94753 0.81133 -3.64711
H 2.13140 2.41130 -4.09950
H 2.82170 2.05985 -7.69891
H 1.62563 2.94358 -6.81834
H 3.21476 2.91697 -6.17611
H 4.28125 0.35028 -6.49587
H 4.08742 0.92124 -4.88641
H 3.55767 -0.66240 -5.13465
H -1.85820 1.17917 -7.19565
H -0.86259 0.42557 -8.32949
H -0.24346 1.80106 -7.60886
H 2.19293 -1.27732 -7.34920
C 1.89600 6.39615 0.50123
C 1.29383 7.32538 -0.59084
C 2.33365 8.35285 -0.92149
C 2.04399 8.93424 -2.34840
C 1.80618 7.94764 -3.44485
C 0.66323 6.92232 -3.09110
N 0.96302 6.39528 -1.70268
O 0.01035 5.43002 -1.37334
C -0.71545 7.47837 -3.31607
C 0.92088 5.75931 -4.08076
C -0.00466 8.09860 0.01381
H 1.05112 5.88971 0.96793
H 2.36049 7.04888 1.24035
H 2.73685 5.77870 0.18527
H 2.30428 9.20257 -0.23943
H 3.33008 7.91199 -0.95059
H 2.85579 9.59700 -2.64811
H 1.15044 9.55809 -2.36999
H 2.78911 7.55562 -3.70614
H 1.35121 8.57688 -4.20981
H -1.52549 6.84789 -2.94944
H -0.83349 8.38144 -2.71723
H -0.82499 7.75592 -4.36444
H 1.80736 5.19153 -3.79814
H 0.11650 5.04147 -4.24132
H 1.06542 6.15400 -5.08646
H 0.12356 8.30591 1.07620
H -0.95583 7.58251 -0.11663
H -0.23032 9.03110 -0.50351
H 0.51601 4.62468 -1.24169
C 5.98281 -0.74349 0.00560
C 5.66144 -0.73089 -1.52510
C 4.40017 0.10100 -1.73548
C 4.53077 1.67007 -1.51240
C 5.64697 2.20214 -2.42080
C 7.00308 1.40381 -2.26549
N 6.74576 -0.09514 -2.30667
O 7.91477 -0.85638 -2.35343
C 7.90867 1.92232 -3.30618
C 7.68140 1.84836 -0.93461
C 5.32237 -2.22466 -1.95892
H 5.26315 -1.42069 0.46558
H 5.95025 0.18091 0.58226
H 6.91252 -1.28260 0.18757
H 3.97345 -0.10004 -2.71812
H 3.63102 -0.28350 -1.06565
H 4.86725 1.84603 -0.49067
H 3.54724 2.11563 -1.66152
H 5.73737 3.28777 -2.38452
H 5.27739 1.96213 -3.41775
H 8.05696 3.00205 -3.32294
H 8.91214 1.50641 -3.21573
H 7.55257 1.72860 -4.31798
H 7.13598 1.84928 0.00911
H 8.59309 1.28436 -0.73759
H 7.87740 2.92046 -0.91779
H 5.00100 -2.28685 -2.99861
H 4.54748 -2.68713 -1.34755
H 6.26294 -2.76974 -1.87966
H 8.27297 -0.62451 -1.49347